Record 1
ORCA calculation (ωB97M-V/def2-TZVPD) on the ion C3H8NOS2 with charge +1.

```
15
Properties=species:S:1:pos:R:3:forces:R:3
C 0.2250 0.3621 0.6629 -0.875 1.484 0.457
C 1.2683 0.2711 -0.5015 -0.654 1.829 -0.267
C -2.2324 0.3032 0.0802 0.329 -1.419 -0.769
N -1.0409 0.9082 0.2347 1.286 -0.022 -0.538
O -3.2601 0.8011 -0.2109 -1.350 1.431 -0.161
S 2.9078 -0.3543 0.1396 -1.184 -1.597 -1.964
S -2.0179 -1.4176 0.2007 0.629 -2.166 0.475
H -0.0944 -0.5454 1.1230 1.047 -1.115 0.377
H 0.4550 1.0965 1.4797 1.007 -0.969 -0.655
H 1.0051 -0.4799 -1.2910 -0.148 0.985 0.722
H 1.4572 1.3564 -0.9502 -0.305 -2.470 0.845
H -1.0652 1.8670 0.3039 -0.533 2.560 -0.054
H 3.1510 -0.7538 -1.2135 0.405 0.268 1.817
H 2.3007 -1.5913 0.4440 0.942 0.985 -0.119
H -3.0591 -1.8232 -0.5017 -0.595 0.215 -0.165
```
Positions in Å, forces in eV/Å.

Charge ... +1
HOMO level ... -13.13 eV
Energy relative to the best compared isomer or geometry (same formula, charge and spin) ... 176.1 kJ/mol

Mulliken population analysis, charges in e, atoms 1 to 4: number 1, C, carries -0.897; number 2, C, carries -0.429; number 3, C, carries 0.623; number 4, N, carries -0.208

Record 2
ORCA calculation (ωB97M-V/def2-TZVPD) on the molecule C3H8NP.

```
13
Properties=species:S:1:pos:R:3:forces:R:3
C 0.9115 -1.9095 0.3504 1.647 0.381 -1.468
N 0.6438 -0.5570 0.6767 0.043 0.465 1.854
C -0.0626 0.2826 0.0815 -0.311 1.314 0.841
C -0.1258 1.7101 0.6503 1.144 1.365 -0.931
P -0.7962 0.1322 -1.5919 0.324 -0.374 -1.011
H 0.1213 -2.3100 -0.2723 -0.228 -0.692 -0.082
H 1.1006 -2.5199 1.2825 -0.051 0.668 -1.289
H 1.8474 -1.7814 -0.3489 -1.333 -1.024 1.433
H 0.4230 2.3571 -0.1268 -1.083 -0.570 0.877
H -1.1233 2.1286 0.8376 0.024 -0.372 -0.594
H 0.4241 1.9512 1.5753 0.052 -1.011 -0.259
H -1.5432 1.3355 -1.7229 -0.096 -0.416 0.466
H -1.8207 -0.8194 -1.3914 -0.133 0.267 0.161
```
Positions in Å, forces in eV/Å.

HOMO level ... -8.73 eV
Energy relative to the best compared isomer or geometry (same formula, charge and spin) ... 94.9 kJ/mol
SMILES string ... C/N=C(/C)P

Mulliken population analysis, charges in e, atoms 1 to 4: number 1, C, carries -0.704; number 2, N, carries -0.441; number 3, C, carries 0.629; number 4, C, carries -1.097

Record 3
ORCA calculation (ωB97M-V/def2-TZVPD) on a cluster of 2 separate species, C3H8NS in total.

```
13
Properties=species:S:1:pos:R:3:forces:R:3
C -0.3922 -2.8690 0.7110 -2.073 -2.187 1.015
S 0.4307 -1.4768 1.4290 0.685 0.056 0.853
H -1.4116 -3.1038 1.2777 1.825 0.360 -1.085
H -0.6637 -2.8037 -0.3370 -0.089 0.499 -0.386
H 0.1728 -3.8381 0.7468 -0.178 0.740 0.262
C 0.8220 2.8348 -0.9546 -0.722 -1.623 3.794
C 0.5240 1.7300 -0.0551 -1.209 4.284 -2.843
N -0.1812 0.6454 -0.6097 0.660 -1.305 0.656
H 0.3772 2.5622 -1.8745 0.223 0.065 -1.403
H 1.1258 3.9487 -0.8112 -0.380 -2.409 0.320
H 0.3859 1.7679 1.0308 1.431 0.215 0.042
H -1.1885 0.8057 -0.6559 0.389 0.161 0.018
H -0.0013 -0.2034 0.1028 -0.562 1.144 -1.245
```
Positions in Å, forces in eV/Å.

Charge ... -1
HOMO level ... -2.76 eV
Energy relative to the best compared isomer or geometry (same formula, charge and spin) ... 228.8 kJ/mol

Mulliken population analysis, charges in e, atoms 1 to 4: number 1, C, carries -0.738; number 2, S, carries -0.669; number 3, H, carries 0.143; number 4, H, carries 0.264

Record 4
ORCA calculation (ωB97M-V/def2-TZVPD) on a cluster of 2 separate species, C3H8NS in total.

```
13
Properties=species:S:1:pos:R:3:forces:R:3
C 2.3664 0.4359 0.6134 -0.964 -0.507 -0.681
S 1.6652 -1.1284 1.3015 0.383 0.286 0.274
H 1.5853 1.1384 0.2897 -0.233 0.179 0.658
H 2.7953 0.2385 -0.3732 0.839 -0.128 0.296
H 3.0376 0.9155 1.3223 0.179 0.097 -0.264
C -2.1364 0.3803 0.1564 0.782 -2.495 0.242
C -0.6872 -0.9478 -1.1780 1.333 0.831 2.684
N -1.8614 -0.5369 -0.9721 -0.896 1.102 -2.517
H -3.1600 0.1965 0.4668 -0.179 0.216 0.156
H -1.4408 0.0841 0.9712 -0.225 0.863 -0.062
H -2.0350 1.3985 -0.2128 0.164 -0.022 0.178
H -0.1362 -1.2246 -2.0822 -1.308 -0.716 -0.489
H 0.0072 -0.9501 -0.3030 0.123 0.293 -0.474
```
Positions in Å, forces in eV/Å.

Charge ... -1
HOMO level ... -2.31 eV
Energy relative to the best compared isomer or geometry (same formula, charge and spin) ... 184.4 kJ/mol

Mulliken population analysis, charges in e, atoms 1 to 4: number 1, C, carries -0.751; number 2, S, carries -0.684; number 3, H, carries 0.188; number 4, H, carries 0.203

Record 5
ORCA calculation (ωB97M-V/def2-TZVPD) on a cluster of 2 separate species, C3H8NS in total.

```
13
Properties=species:S:1:pos:R:3:forces:R:3
C 1.0420 -0.7069 2.0713 -0.446 -0.197 -0.614
S -0.5496 -0.1024 2.6176 0.214 -0.022 0.449
H 1.2586 -0.0370 1.2334 0.255 -0.079 -0.109
H 1.8809 -0.6977 2.7573 -0.177 0.207 0.357
H 0.9018 -1.7046 1.6529 0.185 0.032 -0.019
C -0.4443 -0.2720 -2.0265 -1.064 0.060 -0.937
C -0.6210 1.3571 -0.3898 0.015 -0.013 -0.511
N -0.0762 1.0189 -1.4770 0.723 -0.267 0.616
H -0.4727 -1.0684 -1.2905 0.222 -0.062 0.296
H 0.2211 -0.5445 -2.8409 0.230 -0.002 0.117
H -1.4501 -0.2645 -2.4799 0.142 0.212 0.134
H -0.2002 2.1910 0.1673 -0.352 0.275 -0.137
H -1.4902 0.8311 0.0049 0.052 -0.145 0.358
```
Positions in Å, forces in eV/Å.

HOMO level (alpha / beta) ... -9.31 / -8.97 eV
Multiplicity ... 2
⟨S²⟩ ... 0.75
Energy relative to the best compared isomer or geometry (same formula, charge and spin) ... 97.8 kJ/mol

Mulliken population analysis, charges in e, atoms 1 to 4: number 1, C, carries -0.671; number 2, S, carries -0.121; number 3, H, carries 0.224; number 4, H, carries 0.321

Record 6
ORCA calculation (ωB97M-V/def2-TZVPD) on the ion C3H8NS3 with charge +1.

```
15
Properties=species:S:1:pos:R:3:forces:R:3
C 1.4359 -1.0084 -0.1972 -3.171 -1.756 0.637
C -1.3386 1.2323 -0.6865 0.769 -1.326 0.906
C -0.9468 -1.3472 0.5042 1.827 0.877 1.727
N 0.2472 -1.4995 -0.0349 3.171 1.521 -0.668
S -1.6631 0.6294 0.9834 0.232 -1.101 0.390
S 2.0999 0.5269 0.2433 0.078 0.421 0.316
S 4.1086 0.0691 0.1817 0.301 0.157 -0.520
H -1.6082 2.2016 -0.8071 -0.131 3.436 0.395
H 2.0179 -1.7314 -0.7097 1.361 -0.222 -0.352
H -2.0537 0.8427 -1.3522 -1.037 -1.640 -0.470
H -0.3648 1.0302 -1.0558 0.868 -0.122 -0.130
H -1.6606 -1.6071 -0.1440 -3.176 -0.328 -2.572
H -1.0492 -1.9515 1.3682 -0.206 -0.035 1.436
H -0.6203 0.9314 1.8509 -0.408 0.234 -1.225
H 4.4626 0.2283 1.4691 -0.477 -0.113 0.130
```
Positions in Å, forces in eV/Å.

Charge ... +1
HOMO level ... -13.19 eV
Energy relative to the best compared isomer or geometry (same formula, charge and spin) ... 256.2 kJ/mol

Mulliken population analysis, charges in e, atoms 1 to 4: number 1, C, carries -0.046; number 2, C, carries -0.759; number 3, C, carries -0.530; number 4, N, carries -0.304